ORCA calculation (wB97M-V/def2-TZVPD) on C7H8N2O2 in the gas phase.

SMILES string = Cc1ccc(C(=O)O)c(N)n1
Energy relative to the best compared isomer or geometry (same formula, charge and spin) = 1.847 eV
DFT total energy = -531.4912 Ha
HOMO level = -0.335 Eh
Kohn-Sham gap = 9.34 eV
Strongest force on any atom = 0.08641 Eh/bohr

Geometry (Å):
1 C -0.97883 -2.74156 -0.86722
2 C -0.37391 -1.36958 -0.65711
3 C -0.88907 -0.30801 -1.49717
4 C -0.49097 0.98079 -1.21544
5 C 0.38551 1.12697 -0.13049
6 C 0.72451 2.47730 0.22689
7 O 0.75689 3.39588 -0.51996
8 O 0.76693 2.80652 1.59663
9 C 0.59657 0.12562 0.75662
10 N 1.02618 0.20967 2.06884
11 N 0.31728 -1.12087 0.43919
12 H -0.25312 -3.50156 -0.25311
13 H -0.64803 -2.77588 -2.15726
14 H -2.03139 -2.83092 -0.46745
15 H -1.64663 -0.51938 -2.31129
16 H -0.67741 1.79815 -1.93457
17 H 0.44684 2.15753 2.31767
18 H 1.83197 0.83043 2.10333
19 H 1.13669 -0.74112 2.50189

Force components x, y, z for each atom (eV/Å):
C 3.944 -1.129 -1.706
C -2.667 1.291 0.022
C -0.403 -0.768 -0.101
C 1.060 -1.134 -1.194
C -0.673 1.594 -0.112
C -1.196 1.517 2.560
O 0.658 0.650 -1.018
O -0.081 -0.750 0.692
C 0.106 -2.067 0.611
N 0.987 0.089 0.605
N -0.793 -1.732 -0.875
H -1.975 1.589 -1.732
H -1.960 -0.961 3.820
H 1.103 0.108 -1.170
H 1.216 0.117 1.025
H -0.071 -0.282 0.943
H 0.588 0.807 -2.273
H 0.031 -0.425 0.777
H 0.124 1.488 -0.875

Listed below, in e, are the Löwdin charges computed for each atom: -0.067 -0.366 -0.038 0.015 -0.117 -0.477 0.138 0.029 -0.354 0.104 0.142 0.111 0.166 0.083 0.127 0.140 0.128 0.103 0.134